DFT (ωB97M-V/def2-TZVPD) results for a cluster of 9 separate species, C54H135O36P9 in total in a non-equilibrium geometry.

Positions of all 234 atoms, in Å:
C  6.797  2.568  -6.360
C  5.475  2.061  -6.940
O  4.397  2.958  -6.697
P  2.812  2.651  -7.089
O  2.435  1.264  -6.805
O  2.909  2.871  -8.716
C  3.085  1.762  -9.567
C  1.784  1.454  -10.334
O  1.878  3.865  -6.396
C  0.489  3.691  -6.373
C  0.103  3.028  -5.046
H  7.241  3.309  -7.026
H  6.780  3.094  -5.406
H  7.601  1.868  -6.134
H  5.656  2.107  -8.014
H  5.224  1.025  -6.714
H  3.764  2.156  -10.323
H  3.635  0.889  -9.217
H  1.950  0.729  -11.132
H  0.951  1.030  -9.772
H  1.383  2.405  -10.684
H  0.046  4.687  -6.391
H  0.115  3.145  -7.239
H  -0.926  2.706  -5.203
H  0.643  2.140  -4.717
H  0.274  3.869  -4.374
C  3.321  5.445  -18.891
C  2.306  4.919  -19.924
O  1.802  6.035  -20.742
P  0.398  5.815  -21.572
O  -0.836  5.994  -20.776
O  0.625  6.753  -22.843
C  0.677  8.188  -22.639
C  1.954  8.637  -23.286
O  0.557  4.369  -22.282
C  1.559  4.168  -23.187
C  1.346  2.849  -23.851
H  2.854  5.933  -18.035
H  4.002  4.615  -18.705
H  3.818  6.271  -19.400
H  2.794  4.201  -20.584
H  1.377  4.516  -19.521
H  -0.127  8.520  -23.295
H  0.589  8.610  -21.638
H  2.225  9.690  -23.209
H  2.898  8.257  -22.896
H  2.073  8.375  -24.337
H  1.524  4.940  -23.955
H  2.551  4.376  -22.788
H  1.304  2.055  -23.106
H  0.564  2.798  -24.609
H  2.258  2.573  -24.381
C  17.435  -1.209  -10.398
C  18.323  -2.439  -10.174
O  19.067  -2.353  -8.996
P  20.697  -2.314  -8.988
O  21.286  -3.683  -8.634
O  21.197  -1.703  -10.460
C  22.540  -1.116  -10.456
C  22.845  -1.059  -11.976
O  20.962  -1.195  -7.845
C  20.659  0.167  -8.163
C  21.576  0.992  -7.370
H  16.946  -1.150  -11.370
H  16.739  -1.172  -9.560
H  18.233  -0.474  -10.509
H  17.663  -3.306  -10.184
H  19.050  -2.553  -10.977
H  22.657  -0.045  -10.290
H  23.219  -1.845  -10.015
H  22.739  -2.043  -12.433
H  22.293  -0.183  -12.314
H  23.874  -0.714  -12.082
H  20.779  0.402  -9.220
H  19.625  0.433  -7.942
H  21.261  2.033  -7.453
H  21.393  0.694  -6.338
H  22.645  0.965  -7.581
C  14.809  6.945  -7.038
C  13.814  6.676  -8.262
O  14.491  5.915  -9.220
P  14.121  6.028  -10.816
O  14.934  5.163  -11.691
O  12.492  5.666  -10.902
C  12.178  4.921  -12.041
C  11.514  5.905  -12.996
O  14.236  7.634  -11.067
C  14.457  8.116  -12.400
C  13.892  9.492  -12.619
H  15.746  7.361  -7.408
H  14.365  7.627  -6.314
H  15.111  6.015  -6.555
H  12.907  6.151  -7.962
H  13.373  7.594  -8.651
H  12.928  4.366  -12.604
H  11.537  4.090  -11.748
H  12.378  6.285  -13.542
H  10.919  5.281  -13.663
H  10.902  6.622  -12.449
H  15.496  7.964  -12.693
H  13.978  7.377  -13.043
H  14.466  10.216  -12.041
H  13.921  9.709  -13.687
H  12.839  9.520  -12.339
C  20.962  14.298  -8.420
C  21.541  15.638  -8.109
O  20.640  16.509  -7.430
P  20.264  16.259  -5.905
O  21.478  15.914  -5.084
O  19.087  15.151  -5.956
C  18.501  14.648  -4.747
C  17.018  14.268  -5.213
O  19.583  17.704  -5.480
C  18.549  18.322  -6.252
C  18.024  17.551  -7.466
H  20.844  13.625  -7.571
H  19.991  14.380  -8.908
H  21.477  13.684  -9.159
H  22.480  15.588  -7.558
H  21.719  16.072  -9.093
H  19.119  13.786  -4.497
H  18.393  15.359  -3.928
H  16.468  14.006  -4.310
H  16.608  15.259  -5.407
H  16.832  13.465  -5.926
H  17.875  18.528  -5.420
H  18.935  19.266  -6.635
H  17.407  16.653  -7.436
H  17.531  18.320  -8.061
H  18.809  17.511  -8.221
C  9.389  7.887  -21.742
C  9.500  6.422  -21.329
O  10.429  5.797  -22.300
P  11.090  4.406  -22.068
O  12.040  3.893  -23.075
O  11.577  4.411  -20.545
C  11.790  3.165  -19.800
C  13.244  2.718  -20.097
O  9.758  3.466  -21.971
C  9.044  3.136  -23.133
C  8.035  2.106  -22.921
H  8.526  8.356  -21.269
H  10.388  8.220  -21.460
H  9.324  7.808  -22.827
H  9.979  6.357  -20.352
H  8.499  5.995  -21.272
H  11.596  3.464  -18.769
H  11.018  2.436  -20.045
H  13.336  1.763  -19.579
H  13.435  2.436  -21.133
H  13.943  3.496  -19.790
H  8.535  4.081  -23.322
H  9.605  2.851  -24.023
H  7.458  2.076  -21.998
H  7.388  2.014  -23.793
H  8.422  1.133  -23.225
C  7.338  10.289  -7.438
C  8.348  10.690  -6.319
O  8.019  9.999  -5.122
P  7.891  10.734  -3.648
O  9.034  11.697  -3.446
O  6.342  11.267  -3.659
C  5.924  12.394  -4.373
C  5.730  13.629  -3.345
O  7.889  9.551  -2.567
C  6.896  8.501  -2.599
C  7.159  7.449  -1.571
H  7.689  9.355  -7.877
H  6.400  10.093  -6.917
H  7.334  11.133  -8.127
H  9.346  10.395  -6.642
H  8.382  11.775  -6.223
H  6.575  12.527  -5.237
H  4.881  12.327  -4.682
H  5.260  14.405  -3.950
H  5.070  13.238  -2.571
H  6.699  13.945  -2.961
H  5.877  8.876  -2.507
H  6.879  8.059  -3.595
H  7.277  7.869  -0.573
H  6.508  6.575  -1.606
H  8.135  6.972  -1.659
C  16.773  -2.322  -0.826
C  17.787  -3.476  -0.635
O  17.993  -3.564  0.852
P  18.916  -4.797  1.385
O  19.829  -5.454  0.428
O  19.812  -4.166  2.590
C  19.177  -3.725  3.806
C  19.372  -4.781  4.944
O  17.869  -5.718  2.224
C  18.198  -7.085  2.508
C  17.066  -7.535  3.405
H  17.249  -1.393  -0.512
H  16.530  -2.302  -1.889
H  15.825  -2.503  -0.320
H  17.264  -4.376  -0.956
H  18.712  -3.350  -1.197
H  19.803  -2.935  4.221
H  18.130  -3.424  3.782
H  20.299  -5.354  4.951
H  19.222  -4.388  5.950
H  18.653  -5.599  4.890
H  18.179  -7.562  1.528
H  19.170  -7.249  2.972
H  17.044  -8.595  3.657
H  17.184  -6.968  4.329
H  16.163  -7.354  2.821
C  11.557  20.383  -23.788
C  12.975  19.874  -23.621
O  13.312  18.799  -22.745
P  13.793  17.383  -23.376
O  13.682  17.218  -24.875
O  13.008  16.226  -22.524
C  12.170  16.604  -21.285
C  12.820  16.158  -20.004
O  15.219  17.234  -22.664
C  15.853  16.037  -22.794
C  16.720  15.804  -21.554
H  11.616  21.138  -24.572
H  11.001  19.523  -24.162
H  10.980  20.875  -23.005
H  13.535  19.742  -24.547
H  13.305  20.834  -23.224
H  11.987  17.671  -21.154
H  11.188  16.140  -21.188
H  13.670  16.839  -19.970
H  12.282  16.309  -19.068
H  13.112  15.114  -20.119
H  15.181  15.186  -22.911
H  16.390  16.106  -23.741
H  17.209  16.683  -21.134
H  16.107  15.260  -20.834
H  17.468  15.030  -21.727

For the max |F|, the calculation gives 0.0947 Eh/bohr. The value obtained for the HOMO energy is -10.15 eV. The value obtained for the relative energy (zero: lowest compared OMol25 entry of this formula, charge and spin) is 853.5 kJ/mol. Its structure (SMILES) is CCOP(=O)(OCC)OCC.CCOP(=O)(OCC)OCC.CCOP(=O)(OCC)OCC.CCOP(=O)(OCC)OCC.CCOP(=O)(OCC)OCC.CCOP(=O)(OCC)OCC.CCOP(=O)(OCC)OCC.CCOP(=O)(OCC)OCC.CCOP(=O)(OCC)OCC. Its multiplicity is 1.

These are the Mulliken partial charges, in e, on atoms 1 to 99: -1.275, -0.071, -0.332, 0.874, -0.665, -0.298, -0.192, -1.235, -0.308, -0.302, -0.938, 0.281, 0.323, 0.361, 0.205, 0.379, 0.357, 0.342, 0.386, 0.297, 0.295, 0.343, 0.283, 0.300, 0.307, 0.284, -1.184, -0.166, -0.238, 0.748, -0.725, -0.237, -0.252, -1.182, -0.301, 0.142, -1.372, 0.312, 0.356, 0.297, 0.194, 0.412, 0.271, 0.364, 0.400, 0.309, 0.308, 0.215, 0.284, 0.346, 0.298, 0.402, -0.990, -0.196, -0.279, 0.786, -0.745, -0.217, -0.047, -1.406, -0.302, 0.029, -1.410, 0.364, 0.262, 0.225, 0.339, 0.271, 0.211, 0.352, 0.352, 0.349, 0.415, 0.293, 0.300, 0.406, 0.327, 0.310, -1.159, -0.146, -0.321, 0.940, -0.726, -0.290, -0.344, -1.020, -0.240, 0.076, -1.237, 0.305, 0.368, 0.299, 0.270, 0.293, 0.326, 0.396, 0.240, 0.378, 0.252



DFT (ωB97M-V/def2-TZVPD) results for a cluster of 13 separate species, C54H143N9O18 in total in a non-equilibrium geometry.

Positions of all 224 atoms, in Å:
C  6.551  22.835  -22.275
O  7.485  22.264  -21.405
C  7.039  21.124  -20.734
C  8.090  20.674  -19.732
N  9.162  19.963  -20.406
C  10.260  19.476  -19.524
C  11.507  19.096  -20.292
O  12.360  18.352  -19.384
C  13.582  18.143  -20.005
H  5.617  23.126  -21.794
H  6.324  22.130  -23.075
H  6.936  23.776  -22.667
H  6.955  20.285  -21.425
H  6.098  21.211  -20.190
H  7.706  19.931  -19.033
H  8.497  21.532  -19.197
H  9.526  20.566  -21.130
H  9.988  18.685  -18.826
H  10.544  20.311  -18.883
H  11.999  19.999  -20.652
H  11.251  18.531  -21.188
H  14.320  17.649  -19.374
H  13.988  19.087  -20.368
H  13.472  17.484  -20.866
C  20.437  14.213  -15.366
O  20.078  14.926  -14.218
C  21.063  15.903  -13.828
C  20.346  16.913  -12.839
N  19.488  17.811  -13.650
C  18.569  18.688  -12.838
C  17.353  17.897  -12.421
O  16.514  17.521  -13.477
C  15.153  17.343  -13.095
H  20.613  14.871  -16.217
H  19.567  13.607  -15.616
H  21.290  13.549  -15.230
H  21.531  16.429  -14.660
H  21.935  15.475  -13.335
H  21.112  17.404  -12.238
H  19.796  16.344  -12.089
H  18.917  17.189  -14.204
H  18.199  19.523  -13.433
H  19.083  18.972  -11.920
H  16.833  18.524  -11.696
H  17.556  16.982  -11.864
H  15.013  16.602  -12.308
H  14.627  17.040  -14.000
H  14.707  18.307  -12.849
C  7.587  15.809  -15.941
O  8.960  16.068  -16.124
C  9.438  15.982  -17.457
C  10.967  16.204  -17.562
N  11.670  14.977  -17.167
C  13.104  15.003  -17.285
C  13.598  14.824  -18.752
O  13.361  13.556  -19.320
C  14.219  12.532  -18.736
H  7.307  15.809  -14.888
H  7.415  14.783  -16.267
H  6.897  16.422  -16.522
H  8.838  16.661  -18.063
H  9.190  15.016  -17.896
H  11.241  17.026  -16.901
H  11.138  16.534  -18.587
H  11.301  14.273  -17.790
H  13.534  14.214  -16.668
H  13.515  15.960  -16.960
H  14.604  15.203  -18.929
H  13.003  15.428  -19.438
H  15.258  12.691  -19.024
H  13.887  11.564  -19.111
H  14.030  12.514  -17.662
C  5.137  18.903  -16.886
O  6.553  18.976  -16.988
C  7.056  20.091  -16.343
C  8.569  19.937  -16.115
N  9.099  21.130  -15.400
C  10.562  21.303  -15.641
C  11.410  20.015  -15.640
O  12.787  20.380  -15.914
C  13.717  19.367  -15.959
H  4.837  18.494  -15.921
H  4.838  18.209  -17.671
H  4.671  19.880  -17.017
H  6.522  20.293  -15.414
H  6.916  20.944  -17.008
H  9.062  19.955  -17.087
H  8.860  19.036  -15.574
H  8.687  21.939  -15.842
H  10.776  21.909  -14.761
H  10.669  21.903  -16.545
H  11.098  19.304  -16.405
H  11.300  19.555  -14.657
H  13.583  18.709  -16.818
H  13.575  18.829  -15.022
H  14.716  19.803  -15.937
C  9.447  24.273  -19.748
O  9.323  24.435  -18.293
C  10.605  24.653  -17.640
C  10.418  24.885  -16.158
N  11.748  25.102  -15.517
C  11.740  25.146  -14.060
C  10.993  26.327  -13.419
O  9.603  26.025  -13.417
C  8.746  27.096  -13.130
H  9.952  23.379  -20.112
H  9.898  25.162  -20.190
H  8.448  24.130  -20.160
H  11.188  25.501  -18.001
H  11.142  23.711  -17.742
H  9.960  24.000  -15.717
H  9.750  25.746  -16.163
H  12.265  25.848  -15.959
H  12.758  25.021  -13.693
H  11.141  24.284  -13.765
H  11.117  27.321  -13.848
H  11.271  26.431  -12.370
H  8.525  27.783  -13.947
H  9.149  27.841  -12.444
H  7.751  26.952  -12.709
C  7.956  18.190  -12.552
C  7.573  19.652  -12.133
C  7.125  19.775  -10.682
O  5.790  19.420  -10.631
C  5.234  19.584  -9.325
N  8.720  20.482  -12.490
H  8.158  18.152  -13.622
H  7.169  17.477  -12.306
H  8.764  17.682  -12.026
H  6.772  20.013  -12.777
H  7.326  20.765  -10.273
H  7.722  19.086  -10.085
H  5.972  19.237  -8.603
H  4.356  19.014  -9.020
H  5.016  20.603  -9.005
H  8.666  21.458  -12.234
H  8.786  20.531  -13.497
C  12.914  19.574  -9.843
C  11.782  20.346  -10.608
C  12.309  20.888  -12.005
O  13.319  21.809  -11.762
C  14.232  21.936  -12.883
N  10.675  19.386  -10.754
H  13.396  18.723  -10.324
H  12.601  19.258  -8.848
H  13.733  20.241  -9.575
H  11.500  21.238  -10.049
H  11.509  21.383  -12.555
H  12.792  20.062  -12.528
H  13.776  22.449  -13.729
H  14.706  20.996  -13.163
H  15.020  22.549  -12.445
H  10.987  18.559  -11.242
H  10.021  19.810  -11.397
C  11.801  16.501  -13.775
C  11.608  15.153  -13.210
C  10.613  15.216  -11.988
O  11.184  16.163  -11.059
C  10.470  16.188  -9.810
N  11.038  14.318  -14.275
H  10.915  16.890  -14.277
H  12.516  16.289  -14.570
H  12.153  17.280  -13.099
H  12.584  14.774  -12.907
H  10.523  14.230  -11.532
H  9.595  15.501  -12.256
H  10.829  16.915  -9.082
H  10.536  15.242  -9.273
H  9.422  16.348  -10.063
H  11.447  14.485  -15.184
H  10.042  14.460  -14.358
C  3.652  14.490  -17.612
C  3.860  15.183  -16.256
C  2.722  16.170  -15.995
O  2.455  17.093  -17.052
C  1.573  18.137  -16.675
N  4.009  14.105  -15.314
H  2.957  13.650  -17.633
H  4.598  14.095  -17.982
H  3.407  15.246  -18.358
H  4.781  15.767  -16.244
H  2.786  16.716  -15.054
H  1.825  15.554  -15.920
H  0.616  17.790  -16.286
H  1.445  18.914  -17.428
H  2.092  18.679  -15.884
H  3.113  13.689  -15.103
H  4.404  14.356  -14.419
C  17.654  18.894  -17.633
C  19.098  18.585  -17.540
O  19.484  17.825  -18.683
H  17.412  19.767  -17.026
H  17.067  18.052  -17.266
H  17.277  19.080  -18.638
H  19.366  17.938  -16.705
H  19.676  19.505  -17.447
H  20.346  18.143  -18.960
C  3.148  20.749  -14.293
C  3.964  20.770  -13.014
O  4.290  19.474  -12.669
H  2.116  20.464  -14.087
H  3.517  20.000  -14.994
H  3.053  21.717  -14.785
H  3.460  21.318  -12.218
H  4.852  21.338  -13.292
H  4.887  19.436  -11.918
C  6.025  23.379  -14.866
C  6.922  24.128  -15.831
O  7.671  23.267  -16.675
H  5.231  22.899  -15.437
H  5.516  24.104  -14.231
H  6.564  22.661  -14.249
H  7.626  24.662  -15.192
H  6.340  24.823  -16.436
H  8.297  23.801  -17.171
C  6.559  15.994  -19.944
C  6.655  17.444  -20.076
O  7.641  17.672  -21.063
H  5.576  15.744  -19.543
H  7.385  15.554  -19.386
H  6.481  15.457  -20.890
H  7.092  17.779  -19.135
H  5.773  18.069  -20.214
H  8.249  18.370  -20.809

For the max |F|, the calculation gives 0.0538 Eh/bohr. The value obtained for the HOMO energy is -8.11 eV. The value obtained for the relative energy (zero: lowest compared OMol25 entry of this formula, charge and spin) is 0.0 kJ/mol. Its multiplicity is 1.

These are the Mulliken partial charges, in e, on atoms 1 to 99: -0.941, -0.217, -1.517, 1.500, -0.521, 1.471, -1.221, 0.187, -0.996, 0.367, 0.361, 0.250, 0.566, 0.477, -0.397, -0.175, 0.375, -0.829, -0.382, 0.563, 0.484, 0.096, 0.398, 0.387, -0.764, -0.293, -0.692, -0.605, -0.281, -0.923, -0.410, -0.336, -0.043, 0.306, 0.251, 0.302, 0.334, 0.486, 0.458, 0.321, 0.175, 0.323, 0.378, 0.496, 0.302, 0.446, -0.176, -0.082, -1.177, 0.381, -0.017, 0.226, -0.178, -0.248, -0.421, -0.444, -0.674, 0.358, 0.639, -0.155, -0.754, 0.663, -0.664, 0.163, 0.420, 0.495, -0.150, 0.517, -0.023, 0.275, 0.291, 0.280, -1.074, 0.569, -1.563, 1.644, 1.387, 0.046, 1.738, -0.728, 0.501, 0.141, 0.211, 0.603, 0.216, 0.211, -0.468, -0.742, -0.805, -0.086, -0.690, -0.459, -0.287, -0.458, -0.038, 0.197, -0.836, -0.533, -0.903